*i*
A molecular structure, C4H6N2O2, computed with wB97M-V/def2-TZVPD.

Geometry (Å):
1 C 0.686 0.111 0.157
2 C 1.340 1.548 0.150
3 C -1.866 0.403 0.511
4 C -1.807 -0.928 -0.332
5 H 3.279 -1.848 -0.476
6 H 2.465 1.861 0.327
7 H -2.749 0.895 0.142
8 H -1.821 0.539 1.615
9 H -2.088 -1.255 -1.480
10 H -1.601 -2.188 0.140
11 N 1.374 -0.968 -0.104
12 N -0.689 0.083 -0.333
13 O 2.805 -0.885 0.104
14 O 0.671 2.633 -0.423

Its net charge is 0.

So, what does the natural (NBO) scheme give us? The charges, in e, come out as: 0.2404, 0.2943, -0.2276, -0.2650, 0.4907, 0.2140, 0.2092, 0.2152, 0.2442, 0.1931, -0.1073, -0.4234, -0.5685, -0.5091

---

*ii*
C4H6N2O2 in the gas phase, computed with wB97M-V/def2-TZVPD.

Geometry (Å):
1 C 2.272 0.087 0.156
2 N 1.052 0.613 -0.125
3 C -0.118 0.191 -0.246
4 C -0.722 -1.230 -0.244
5 C -1.950 -1.112 0.125
6 O -2.326 0.264 0.338
7 N -1.410 0.940 -0.326
8 O -1.208 2.338 -0.100
9 H 2.085 -1.123 0.246
10 H 2.653 0.328 1.402
11 H 2.961 0.350 -0.744
12 H -0.116 -2.082 -0.812
13 H -2.936 -1.744 -0.038
14 H -0.237 2.180 0.368

Its net charge is 0. Its structure (SMILES) is C/N=c1\ccon1O.

So, what does the natural (NBO) scheme give us? The charges, in e, come out as: -0.4069, -0.5419, 0.4052, -0.3893, 0.1195, -0.3308, 0.0919, -0.5265, 0.1530, 0.2202, 0.2308, 0.2628, 0.2375, 0.4747

---

Which is the most stable structure? *ii* is the most stable.